# C20H27N5O4

The molecule C20H27N5O4 (ωB97M-V with the def2-TZVPD basis set, the OMol25 dataset).

```
56
Properties=species:S:1:pos:R:3:forces:R:3:nbo_charge:R:1
C -1.749557 5.174522 -1.291108 0.004 -0.002 0.000 -0.64
C -1.650424 3.868213 -0.568494 0.012 -0.010 -0.023 0.26
C -0.527358 3.112644 -0.608320 0.000 0.016 0.006 -0.37
C -0.457728 1.841833 0.090888 -0.052 -0.076 -0.118 0.41
N 0.424691 0.937434 0.229116 0.044 0.084 0.105 -0.52
C 1.779552 0.952909 -0.284985 0.000 -0.085 0.013 -0.05
C 1.873017 0.118436 -1.564008 -0.016 0.051 -0.030 -0.40
C 3.327471 -0.111425 -1.966321 -0.002 -0.004 0.002 -0.41
C 4.110793 1.188714 -2.090419 -0.009 0.002 -0.013 0.28
C 3.975944 2.004434 -0.800133 0.004 0.001 0.004 -0.45
C 2.509647 2.284254 -0.485320 0.000 -0.001 0.006 -0.41
C 5.572096 0.895619 -2.417704 -0.002 0.004 -0.002 -0.25
N 6.282770 2.112911 -2.786724 -0.007 -0.030 0.014 -0.43
C 7.205093 2.628692 -1.926333 0.012 0.014 -0.005 0.67
O 7.431990 2.133882 -0.832710 -0.007 -0.001 -0.001 -0.62
C 7.989416 3.812742 -2.360764 0.008 -0.003 0.011 -0.28
C 8.571922 4.106621 -3.544831 0.001 0.013 0.001 0.18
O 9.308969 5.209998 -3.445971 0.002 -0.005 0.000 -0.28
N 9.225456 5.685573 -2.141342 0.003 0.004 0.001 -0.13
C 8.460969 4.854031 -1.496469 -0.009 -0.003 -0.007 0.19
C 8.168564 5.051157 -0.050051 0.008 -0.004 0.006 -0.65
C 5.658172 2.811570 -3.899379 0.012 0.024 -0.004 -0.25
C 4.192179 3.066000 -3.579343 -0.011 -0.004 -0.010 -0.07
O 3.522580 1.879163 -3.210027 0.005 0.000 0.005 -0.55
N -1.686636 1.559117 0.725198 -0.006 -0.016 -0.010 -0.55
C -2.759903 2.370477 0.718393 -0.026 0.058 0.022 0.46
C -3.986682 1.894833 1.457482 0.015 -0.018 -0.002 -0.10
O -4.959216 1.497780 0.507912 0.002 -0.054 0.002 -0.70
N -2.793593 3.515517 0.122262 0.011 0.012 0.033 -0.52
H -0.830827 5.413790 -1.823130 0.000 0.000 0.001 0.21
H -2.578187 5.137663 -1.999456 -0.001 0.001 0.002 0.23
H -1.971929 5.970722 -0.579442 -0.002 0.001 0.001 0.23
H 0.313020 3.452386 -1.186019 0.004 0.002 0.008 0.22
H 2.361697 0.414031 0.475274 0.006 0.000 -0.001 0.18
H 1.372176 -0.837417 -1.403605 0.000 0.000 0.000 0.22
H 1.340430 0.634994 -2.367568 0.001 0.003 0.000 0.21
H 3.822560 -0.733359 -1.213222 -0.001 0.000 -0.001 0.21
H 3.382377 -0.644635 -2.918344 0.003 0.002 -0.001 0.22
H 4.438153 1.428775 0.006816 -0.002 0.001 0.002 0.22
H 4.546357 2.933091 -0.865271 0.002 -0.001 -0.003 0.21
H 2.091117 2.835362 -1.327554 0.001 -0.001 -0.002 0.20
H 2.417727 2.908557 0.406647 0.000 -0.001 -0.001 0.21
H 6.076369 0.445019 -1.566979 0.004 0.004 0.002 0.25
H 5.608900 0.208182 -3.268833 -0.001 0.001 -0.002 0.20
H 8.567136 3.623074 -4.508212 0.005 0.000 0.000 0.21
H 8.539843 4.202748 0.521935 0.001 0.000 -0.001 0.25
H 8.636770 5.969152 0.297610 -0.001 0.000 -0.002 0.23
H 7.093016 5.107782 0.119374 -0.003 0.002 -0.005 0.23
H 6.157107 3.758883 -4.083993 -0.011 -0.013 0.004 0.22
H 5.737519 2.190669 -4.797203 -0.007 -0.003 -0.001 0.20
H 4.116736 3.823198 -2.789103 0.002 -0.002 0.003 0.16
H 3.677143 3.446537 -4.461871 0.000 0.000 0.001 0.20
H -1.719767 0.664231 1.191193 -0.001 -0.003 0.005 0.42
H -3.730357 1.055405 2.113168 0.010 0.009 0.009 0.16
H -4.336483 2.724067 2.074235 -0.006 0.008 -0.018 0.20
H -5.831233 1.731082 0.834527 0.000 0.020 -0.006 0.48
```
Forces are in eV/Å.

LUMO, eV: 0.60
SMILES: Cc1c/c(=N\[C@H]2CC[C@@]3(CC2)CN(C(=O)c2conc2C)CCO3)[nH]c(CO)n1
Energy above the lowest of the compared OMol25 structures with the same formula, charge and spin, kcal per mole: 32.35